Entry 1:
This record from the Open Molecules 2025 dataset describes C28H30N5O2S3Sn as an isolated structure. The level of theory is ωB97M-V/def2-TZVPD.

Results
* DFT total energy: -2917.0413 a.u.
* HOMO-LUMO gap (alpha / beta): 4.1 / 4.3 eV

The geometry in ORCA input format:
```
! RIJCOSX wB97M-V def2-TZVPD def2/J DEFGRID3
* xyz 3 1
Sn 1.883 -1.337 -1.434
N 3.443 -2.885 -0.771
C 4.033 -2.456 0.604
C 2.812 -2.200 1.565
N 1.755 -1.426 0.924
H 3.041 -3.833 -0.758
H 4.205 -2.888 -1.440
H 4.655 -1.565 0.347
H 4.746 -3.190 0.975
H 3.197 -1.665 2.429
H 2.433 -3.151 1.939
H 1.916 -0.441 1.121
H 0.778 -1.613 1.338
O 0.381 -2.629 -1.331
C -0.855 -2.764 -2.071
C -1.963 -3.224 -1.177
C -3.264 -3.635 -1.488
C -3.919 -4.278 -0.409
C -3.135 -4.441 0.679
S -1.644 -3.654 0.475
C -0.460 -3.832 -3.088
C -1.102 -4.160 -4.256
C -0.705 -5.429 -4.825
C 0.267 -6.060 -4.080
S 0.845 -5.083 -2.792
C -1.289 -1.375 -2.669
C -1.926 -0.418 -1.929
C -2.159 0.790 -2.671
C -1.750 0.772 -3.949
S -0.991 -0.904 -4.286
H -3.768 -3.270 -2.358
H -4.946 -4.614 -0.470
H -3.511 -4.837 1.593
H -1.853 -3.516 -4.796
H -1.192 -6.017 -5.548
H 0.657 -7.079 -4.225
H -2.146 -0.496 -0.901
H -2.570 1.722 -2.285
H -1.738 1.562 -4.730
C -0.860 3.703 5.789
C -0.753 3.807 4.280
C -1.060 2.720 3.470
C -1.245 2.848 2.118
C -1.009 4.138 1.554
N -1.400 4.390 0.232
C -0.992 3.977 -1.017
O -1.694 4.068 -2.009
N 0.269 3.348 -1.151
C 1.270 2.980 -0.236
C 2.159 3.925 0.361
C 3.008 3.483 1.406
C 2.996 2.175 1.823
N 2.227 1.266 1.211
C 1.277 1.715 0.337
C -0.503 5.185 2.322
C -0.541 5.021 3.658
H -1.514 4.495 6.118
H 0.185 3.852 6.156
H -1.185 2.716 6.164
H -1.044 1.781 4.008
H -1.641 2.017 1.585
H -2.316 4.887 0.110
H 0.480 3.146 -2.102
H 2.240 4.915 -0.056
H 3.754 4.167 1.817
H 3.611 1.910 2.686
H 0.673 0.895 -0.095
H -0.177 6.114 1.922
H -0.379 5.880 4.287
*
```

***

Entry 2:
This record from the Open Molecules 2025 dataset describes a 2-piece molecular cluster, C13H9NO7 overall. The level of theory is ωB97M-V/def2-TZVPD.

Results
* DFT total energy: -1082.1058 a.u.
* SMILES: O=NOc1cccc2c1C(=O)C=CC2=O.O=C1OCCO1
* HOMO-LUMO gap: 8.7 eV

The geometry in ORCA input format:
```
! RIJCOSX wB97M-V def2-TZVPD def2/J DEFGRID3
* xyz 0 1
O -1.599 -1.215 1.810
N -1.680 -0.409 0.996
O -0.348 0.054 0.525
C 0.091 -0.804 -0.479
C -0.470 -0.663 -1.746
C -0.078 -1.501 -2.779
C 0.885 -2.475 -2.550
C 1.467 -2.579 -1.294
C 1.085 -1.751 -0.235
C 1.811 -1.899 1.060
O 1.353 -1.638 2.137
C 3.190 -2.430 0.943
C 3.538 -3.246 -0.047
C 2.529 -3.600 -1.060
O 2.539 -4.637 -1.671
H -1.214 0.098 -1.910
H -0.518 -1.381 -3.755
H 1.195 -3.137 -3.342
H 3.882 -2.164 1.726
H 4.521 -3.678 -0.116
O -1.966 6.172 -0.228
C -2.075 5.170 0.396
O -2.949 4.985 1.417
C -2.954 3.596 1.761
C -1.599 3.138 1.263
O -1.346 4.045 0.186
H -3.086 3.471 2.832
H -3.778 3.107 1.238
H -0.818 3.258 2.017
H -1.605 2.114 0.906
*
```

***

Entry 3:
This record from the Open Molecules 2025 dataset describes a 6-piece molecular cluster, H11O6 overall. The level of theory is ωB97M-V/def2-TZVPD.

Results
* expectation value of S²: 0.754
* DFT total energy: -457.8903 a.u.
* HOMO-LUMO gap (alpha / beta): 10.6 / 6.1 eV

The geometry in ORCA input format:
```
! RIJCOSX wB97M-V def2-TZVPD def2/J DEFGRID3
* xyz 0 2
O 0.299 -0.630 1.011
H -0.486 -1.190 1.182
O -0.751 1.800 0.957
H -0.496 1.847 0.023
H -0.277 0.968 1.165
O -1.752 -0.210 -1.453
H -1.454 -1.042 -1.847
H -1.240 -0.208 -0.632
O 1.457 0.170 3.308
H 1.487 0.986 2.768
H 1.139 -0.306 2.501
O 2.336 -2.385 -0.346
H 1.407 -2.633 -0.451
H 2.214 -1.843 0.448
O -1.128 1.807 -3.228
H -1.176 1.930 -2.270
H -1.578 0.937 -3.136
*
```

***

Entry 4:
This record from the Open Molecules 2025 dataset describes an isolated ion of composition C5H9N4 and charge +1. The level of theory is ωB97M-V/def2-TZVPD.

Results
* DFT total energy: -414.5471 a.u.
* SMILES: C/N=C/N/[N+](C)=C\C#N
* HOMO-LUMO gap (alpha / beta): 8.7 / 8.7 eV

The geometry in ORCA input format:
```
! RIJCOSX wB97M-V def2-TZVPD def2/J DEFGRID3
* xyz 1 1
C 2.594 1.221 -0.371
N 1.361 0.541 -0.192
C 0.535 1.068 0.599
N -0.821 0.556 0.720
N -1.204 -0.500 0.069
C -2.692 -0.455 -0.164
C -0.477 -1.520 -0.300
C 0.804 -1.797 0.088
N 1.786 -2.295 0.407
H 3.291 0.362 -0.182
H 2.764 1.563 -1.442
H 2.865 1.859 0.464
H 0.880 1.985 1.150
H -1.601 1.192 0.734
H -3.213 0.374 0.226
H -3.032 -0.422 -1.207
H -3.062 -1.341 0.251
H -0.777 -2.393 -0.851
*
```

***

Here are the calculated relative energy (zero: lowest compared OMol25 entry of this formula, charge and spin) numbers, same order: 60.8 0.0 105.5 490.1 (kJ/mol).